Record 1
This record from OMol25 describes a cluster of 3 separate species, BrH8N2 in total. The level of theory is ωB97M-V/def2-TZVPD.

```
11
BrH8N2 | OMol25 | ωB97M-V/def2-TZVPD
N 21.01830 6.50220 9.29408
H 21.44675 6.82691 8.42543
H 21.68974 6.65577 10.04861
H 20.70850 5.53731 9.18948
H 20.21194 7.13467 9.50514
N 18.76454 11.85665 10.28488
H 17.89740 11.36621 10.06454
H 18.64382 12.58023 10.99216
H 19.10502 12.28059 9.41951
H 19.46158 11.12933 10.58954
Br 19.86025 8.97047 10.79650
```

The calculation puts the energy at -2688.1045 hartree. The charge is +1. Its spin multiplicity is 1.

What are the Löwdin partial charges on each atom? They are as follows, in elementary charge units:
1. N 0.233
2. H 0.145
3. H 0.123
4. H 0.148
5. H -0.065
6. N 0.235
7. H 0.131
8. H 0.147
9. H 0.145
10. H -0.094
11. Br -0.148

***

Record 2
This record from OMol25 describes the ion BrHNO3S with charge -1. The level of theory is ωB97M-V/def2-TZVPD.

```
7
BrHNO3S | OMol25 | ωB97M-V/def2-TZVPD
N 1.95027 -0.16578 1.83466
O -0.91047 -0.47873 -2.04530
O -0.88758 1.71423 -0.94188
O -2.42014 -0.02977 -0.16615
S -1.21301 0.27848 -0.89099
Br 0.67529 -0.72586 0.70737
H 2.80564 -0.59257 1.50230
```

The calculation puts the energy at -3253.2296 hartree. The energy above the lowest of the compared OMol25 structures with the same formula, charge and spin comes out at 60.68 kcal per mole. The charge is -1. Its spin multiplicity is 1.

What are the Löwdin partial charges on each atom? They are as follows, in elementary charge units:
1. N -0.654
2. O -0.366
3. O -0.394
4. O -0.367
5. S 0.316
6. Br 0.623
7. H -0.157

***

Record 3
This record from OMol25 describes a cluster of 2 separate species, BrNO3 in total. The level of theory is ωB97M-V/def2-TZVPD.

```
5
BrNO3 | OMol25 | ωB97M-V/def2-TZVPD
N -0.82377 -0.05394 0.03479
O -0.27371 -1.05185 -0.21936
O -1.98203 0.19299 0.20101
O 1.03621 1.07362 -0.23181
Br 2.04330 -0.16082 0.21537
```

The calculation puts the energy at -2854.2242 hartree. The energy above the lowest of the compared OMol25 structures with the same formula, charge and spin comes out at 46.32 kcal per mole. Its spin multiplicity is 1.

What are the Löwdin partial charges on each atom? They are as follows, in elementary charge units:
1. N -0.237
2. O -0.039
3. O 0.130
4. O -0.767
5. Br 0.912

***

Record 4
This record from OMol25 describes a structure of composition BrO6PbV3. The level of theory is ωB97M-V/def2-TZVPD.

```
11
BrO6PbV3 | OMol25 | ωB97M-V/def2-TZVPD
Pb -0.39549 -1.69217 4.85850
O -1.07056 -0.32454 2.66856
V -1.56068 0.74504 1.56531
O -0.70046 0.44275 0.03125
O 1.04078 -1.87588 -0.23799
V 2.38769 -1.13190 -0.66334
O 2.11665 0.56325 -0.61204
O -0.69550 -0.74219 -2.46398
V -0.81877 -0.17926 -3.98825
O 0.12111 1.23344 -4.00897
Br -0.42482 2.96150 2.85093
```

The expectation value of S² is 0.757. The calculation puts the energy at -6047.5084 hartree. The charge is +5. Its spin multiplicity is 2.

What are the Löwdin partial charges on each atom? They are as follows, in elementary charge units:
1. Pb 2.020
2. O -0.577
3. V 1.098
4. O -0.247
5. O -0.215
6. V 1.408
7. O -0.204
8. O -0.277
9. V 1.451
10. O -0.147
11. Br 0.690

***

Record 5
This record from OMol25 describes a structure of composition BrZn. The level of theory is ωB97M-V/def2-TZVPD.

```
2
BrZn | OMol25 | ωB97M-V/def2-TZVPD
Zn 6.00903 14.64388 0.43865
Br 5.25016 12.57634 -0.39440
```

The calculation puts the energy at -4353.0113 hartree. The energy above the lowest of the compared OMol25 structures with the same formula, charge and spin comes out at 4.10 kcal per mole. The charge is +1. Its spin multiplicity is 1.

What are the Löwdin partial charges on each atom? They are as follows, in elementary charge units:
1. Zn 0.888
2. Br 0.112

***

Record 6
This record from OMol25 describes a cluster of 17 separate species, C100H138Cl2F12N22O26S12 in total. The level of theory is ωB97M-V/def2-TZVPD.

```
312
C100H138Cl2F12N22O26S12 | OMol25 | ωB97M-V/def2-TZVPD
C 7.34054 0.20279 5.27475
C 7.21270 0.88067 3.88216
N 5.72346 1.05286 3.35923
C 5.89256 1.49957 1.86161
C 4.85712 -0.21027 3.37063
C 5.68323 -1.45987 2.78937
C 5.03258 2.15091 4.17784
C 3.61019 2.55241 3.78481
O 3.16849 3.61624 4.66825
C 1.77771 3.72358 4.78069
H 6.82619 0.78272 6.04105
H 8.35177 0.06001 5.65572
H 6.96741 -0.82079 5.30862
H 7.66778 0.27826 3.09597
H 7.70203 1.85452 3.86597
H 6.36536 0.70151 1.28919
H 6.45066 2.42900 1.74852
H 4.88278 1.65260 1.48079
H 4.00214 -0.00666 2.72592
H 4.54334 -0.34510 4.40574
H 4.99820 -2.21128 2.39666
H 6.28505 -1.91447 3.57629
H 6.38136 -1.23218 1.98384
H 5.66933 3.02675 4.05308
H 5.08541 1.84378 5.22234
H 2.90934 1.72159 3.86632
H 3.61683 2.83104 2.73105
H 1.49737 4.63269 5.31267
H 1.39185 2.92311 5.41192
H 1.27512 3.76902 3.81454
C -3.77549 2.04805 -2.26719
C -5.02936 2.98520 -2.63010
N -6.41079 2.41041 -2.26860
C -6.73419 1.31806 -3.30709
C -6.61536 1.69893 -0.93429
C -6.31088 2.53881 0.25972
C -7.42295 3.58233 -2.26549
C -7.82325 4.27591 -3.59190
O -6.62947 4.92356 -4.04928
C -6.60278 5.22059 -5.43661
H -3.63538 1.15150 -2.87107
H -3.84701 1.75576 -1.21955
H -2.86109 2.62618 -2.40042
H -4.96731 3.10776 -3.71141
H -4.94490 3.97100 -2.17275
H -6.86196 1.70509 -4.31803
H -7.70807 0.94414 -2.99111
H -5.94558 0.56798 -3.24741
H -6.04620 0.77252 -1.01116
H -7.62795 1.29709 -0.97012
H -5.29247 2.91549 0.35491
H -6.43105 1.81129 1.06244
H -7.14080 3.19515 0.52152
H -6.98492 4.28576 -1.55738
H -8.30441 3.26013 -1.71113
H -8.64377 4.97861 -3.44677
H -8.08672 3.58121 -4.38944
H -5.74365 5.83915 -5.69621
H -7.55438 5.66463 -5.72880
H -6.50461 4.37026 -6.11143
C -0.46645 -5.05830 -0.30692
N -1.64999 -5.46856 -1.01996
C -2.75874 -4.67850 -0.94213
C -3.97728 -5.11721 -1.56023
C -4.01127 -6.31289 -2.21002
C -2.88873 -7.18556 -2.22033
C -1.70143 -6.67317 -1.63961
C -5.23486 -6.74355 -2.89815
C -5.12247 -7.20619 -4.16844
C -6.25305 -7.74121 -4.88396
N -7.41311 -7.85898 -4.19696
C -7.50960 -7.31315 -2.97012
C -6.45582 -6.75061 -2.30905
C -8.57196 -8.61218 -4.69315
H -0.67289 -4.73704 0.71400
H 0.04541 -4.23003 -0.79689
H 0.29457 -5.82036 -0.13897
H -2.73309 -3.70921 -0.46652
H -4.80259 -4.42366 -1.62542
H -2.96974 -8.12101 -2.75396
H -0.82534 -7.29672 -1.53928
H -4.18849 -7.09542 -4.69929
H -6.20795 -8.31979 -5.79479
H -8.49383 -7.43833 -2.54348
H -6.67250 -6.32234 -1.34156
H -8.47294 -8.74694 -5.77025
H -9.52115 -8.08213 -4.61461
H -8.68024 -9.48693 -4.05190
C 7.89838 0.93796 -6.53170
N 6.80407 0.14359 -5.97890
C 5.52075 0.67326 -5.83644
C 4.48081 -0.19524 -5.54083
C 4.68360 -1.55664 -5.27297
C 6.02156 -1.99637 -5.42039
C 7.09842 -1.17713 -5.69619
C 3.59878 -2.49479 -4.96711
C 3.52995 -3.77512 -5.58554
C 2.47940 -4.62621 -5.22875
N 1.50551 -4.14623 -4.44048
C 1.51441 -2.94976 -3.82269
C 2.54197 -2.11283 -4.10176
C 0.35095 -5.03236 -4.25939
H 7.73532 1.22606 -7.57021
H 8.82181 0.36571 -6.44275
H 8.03952 1.79608 -5.87458
H 5.38799 1.70844 -6.11423
H 3.46494 0.16480 -5.47165
H 6.30019 -3.03901 -5.46114
H 8.13052 -1.48858 -5.76077
H 4.30585 -4.04617 -6.28619
H 2.31407 -5.59487 -5.67682
H 0.66895 -2.62183 -3.23612
H 2.53011 -1.13460 -3.64424
H -0.52922 -4.43219 -4.49001
H 0.40906 -5.33779 -3.21467
H 0.43965 -5.92796 -4.87431
C -9.06046 1.34711 10.67669
N -7.64895 1.56325 10.31139
C -7.29876 2.08966 9.09839
C -5.96944 2.12282 8.82322
C -5.02793 1.57985 9.73275
C -5.39305 1.19644 11.01947
C -6.73871 1.19522 11.26695
C -3.56760 1.59080 9.43013
C -3.09868 0.76480 8.36842
C -1.72459 0.55341 8.18203
N -0.83152 1.31300 8.93658
C -1.28177 1.95424 10.03600
C -2.63370 2.16415 10.27681
C 0.63003 1.10065 8.74718
H -9.61444 1.97790 9.98148
H -9.22462 1.56485 11.73203
H -9.39470 0.32613 10.49237
H -8.12208 2.30322 8.43285
H -5.62017 2.50355 7.87482
H -4.68274 0.86316 11.76162
H -7.19825 0.88544 12.19391
H -3.70696 0.16700 7.70583
H -1.33762 -0.10385 7.41739
H -0.53161 2.44695 10.63675
H -3.00273 2.93504 10.93708
H 1.18913 1.63749 9.51354
H 0.92198 1.66849 7.86377
H 0.84087 0.03144 8.72611
C -3.79841 -3.89313 -5.11427
N -5.26962 -3.47936 -5.18972
C -5.63918 -2.34312 -4.56380
C -6.97898 -1.94022 -4.58010
C -7.93386 -2.71991 -5.28729
C -7.52641 -3.84940 -5.95456
C -6.14018 -4.15715 -5.96376
C -9.35393 -2.32956 -5.42780
C -10.08165 -2.11947 -4.26279
C -11.35784 -1.58300 -4.34473
N -11.91515 -1.38912 -5.58709
C -11.25710 -1.62382 -6.72526
C -9.96352 -2.05381 -6.68308
C -13.30758 -0.87822 -5.65404
H -3.72840 -4.43938 -4.17363
H -3.15447 -3.03742 -4.91133
H -3.54013 -4.54080 -5.95208
H -4.88149 -1.76376 -4.05719
H -7.17174 -1.03539 -4.02285
H -8.25421 -4.44239 -6.48849
H -5.83487 -4.93418 -6.64890
H -9.65821 -2.33471 -3.29286
H -12.07865 -1.50453 -3.54431
H -11.78487 -1.46638 -7.65428
H -9.43467 -2.14801 -7.62001
H -13.32216 0.14661 -5.28308
H -13.96048 -1.34473 -4.91635
H -13.78754 -0.96463 -6.62886
C 6.18053 -0.29079 -2.32480
N 7.60666 -0.05717 -1.95116
C 8.22836 -0.88381 -1.06727
C 9.60528 -0.64780 -0.77749
C 10.30876 0.45579 -1.24145
C 9.61762 1.31012 -2.10183
C 8.29115 1.04627 -2.45412
C 11.69203 0.80383 -0.75295
C 12.69362 1.42509 -1.56356
C 13.87349 1.89127 -1.10200
N 14.08615 2.04212 0.25768
C 13.14453 1.58779 1.11875
C 11.97668 0.91294 0.64338
C 15.40450 2.59561 0.77408
H 5.89715 0.43866 -3.08355
H 5.57980 -0.13083 -1.42946
H 6.04377 -1.33093 -2.62063
H 7.69847 -1.76019 -0.72438
H 10.07536 -1.36844 -0.12472
H 10.08168 2.23719 -2.40448
H 7.69068 1.64512 -3.12287
H 12.51910 1.40046 -2.62908
H 14.75533 2.19718 -1.64531
H 13.38204 1.67520 2.16868
H 11.29540 0.47583 1.35836
H 16.19756 1.84864 0.73947
H 15.31223 2.91141 1.81325
H 15.72120 3.48623 0.23133
C 1.99863 -6.41670 6.39871
N 1.14892 -5.60231 5.53342
C -0.16255 -5.81158 5.52288
C -1.03170 -4.89335 4.98725
C -0.53196 -3.71326 4.45712
C 0.89705 -3.39216 4.52677
C 1.68783 -4.44196 5.12617
C -1.43711 -2.66481 3.88375
C -2.43081 -2.95351 2.91049
C -3.14384 -1.96249 2.28414
N -2.92323 -0.66554 2.59749
C -1.99421 -0.29506 3.49979
C -1.31324 -1.26318 4.19429
C -3.78743 0.37062 2.05037
H 3.03166 -6.36784 6.05438
H 1.68909 -7.46175 6.41149
H 2.06474 -5.98270 7.39639
H -0.37735 -6.77344 5.96458
H -2.09754 -4.99357 5.12988
H 1.38359 -2.47382 4.23294
H 2.76318 -4.34924 5.16400
H -2.62789 -3.98034 2.63999
H -3.98618 -2.20729 1.65412
H -1.85320 0.76539 3.64804
H -0.47470 -1.08725 4.85179
H -4.44401 0.66730 2.86828
H -4.34155 -0.06202 1.21738
H -3.30522 1.27935 1.69011
C 7.12442 7.99442 2.15393
N 5.81056 7.42455 1.90414
C 5.19835 6.77015 2.91735
C 3.91282 6.23757 2.71785
C 3.30307 6.34491 1.50884
C 4.04773 6.89477 0.48131
C 5.25574 7.52246 0.67018
C 1.95417 5.68513 1.28206
C 1.81518 4.67317 0.33926
C 0.58417 3.96655 0.17642
N -0.43781 4.36559 0.93811
C -0.34487 5.30709 1.91137
C 0.84799 6.10055 2.06176
C -1.73671 3.62895 0.83685
H 7.39275 8.60950 1.29499
H 7.69773 7.08330 2.32504
H 7.06579 8.50967 3.11267
H 5.76656 6.61480 3.82257
H 3.35898 5.83866 3.55483
H 3.54336 6.88212 -0.47360
H 5.72744 8.20160 -0.02456
H 2.64670 4.27536 -0.22352
H 0.42673 3.09383 -0.43999
H -1.25047 5.62669 2.40548
H 0.93130 6.93640 2.74059
H -1.73643 3.25066 -0.18541
H -2.58671 4.19569 1.21685
H -1.73685 2.84614 1.59535
N 1.48842 2.28198 -4.77933
S 0.36339 1.59934 -4.13877
O -0.32777 2.17791 -2.99422
O 0.34929 0.15003 -4.30932
F -0.65367 1.99041 -5.35334
S 2.55825 2.29878 -3.46211
O 3.02470 1.02181 -3.06067
O 2.30519 3.37348 -2.48429
F 3.71711 2.87449 -4.37660
N -3.55559 2.23459 5.27083
S -4.42809 3.34198 4.87839
O -4.23904 3.82342 3.50845
O -5.00851 4.18290 5.90728
F -5.69366 2.36587 4.71006
S -2.29159 3.19494 5.70539
O -2.37325 3.66731 7.10047
O -1.71348 4.04990 4.68895
F -1.21681 1.99662 5.79741
N -3.20860 -1.75315 -7.19775
S -3.28335 -0.28740 -7.21144
O -4.58604 0.31787 -6.80315
O -2.51423 0.43862 -8.19224
F -2.36652 0.05043 -5.93751
S -4.19619 -1.96762 -8.55141
O -3.49354 -1.54618 -9.77669
O -5.62279 -1.61367 -8.39603
F -4.17355 -3.55806 -8.57762
N 7.07249 3.63281 -1.42440
S 7.50218 5.00001 -1.74622
O 7.61410 5.90443 -0.63693
O 7.23739 5.60918 -3.04500
F 9.05716 4.67869 -1.91983
S 5.53318 4.07250 -0.95329
O 4.62857 4.77811 -1.85806
O 5.45866 4.20705 0.50008
F 5.02016 2.54419 -1.06790
N 5.61403 -2.91062 -0.42934
S 4.10553 -3.13629 -0.41032
O 3.51905 -3.77402 0.76178
O 3.35442 -3.30524 -1.66662
F 3.74379 -1.66710 0.02418
S 5.96974 -4.22747 -1.45459
O 5.98691 -3.91630 -2.88174
O 5.58153 -5.54570 -1.12112
F 7.56069 -4.35311 -1.23935
N -0.41290 0.72483 0.81130
S 0.93527 0.61020 1.52753
O 1.93622 1.60495 1.21507
O 1.41903 -0.73303 1.77608
F 0.49914 1.07237 2.95670
S -0.27232 -0.48622 -0.40698
O -0.67476 -1.88636 -0.04584
O 0.74874 -0.39023 -1.41874
F -1.56533 -0.04903 -1.32924
Cl 2.06979 -0.43899 6.04824
Cl -4.61207 -1.53198 -1.26124
```

The calculation puts the energy at -13947.6858 hartree. The charge is +8. Its spin multiplicity is 1.

Here are the Löwdin charges for atoms 1 to 99, given in e:
1. C -0.041
2. C -0.117
3. N -0.220
4. C 0.023
5. C -0.102
6. C -0.028
7. C -0.068
8. C -0.178
9. O -0.179
10. C -0.111
11. H 0.080
12. H 0.092
13. H 0.070
14. H 0.101
15. H 0.126
16. H 0.079
17. H 0.092
18. H 0.083
19. H 0.105
20. H 0.080
21. H 0.056
22. H 0.068
23. H 0.047
24. H 0.134
25. H 0.132
26. H 0.083
27. H 0.103
28. H 0.101
29. H 0.073
30. H 0.072
31. C -0.042
32. C -0.094
33. N -0.223
34. C 0.012
35. C -0.208
36. C -0.050
37. C -0.066
38. C -0.154
39. O -0.213
40. C -0.078
41. H 0.064
42. H 0.039
43. H 0.065
44. H 0.128
45. H 0.126
46. H 0.112
47. H 0.095
48. H 0.069
49. H 0.042
50. H 0.128
51. H 0.085
52. H 0.085
53. H 0.097
54. H 0.130
55. H 0.131
56. H 0.142
57. H 0.113
58. H 0.104
59. H 0.097
60. H 0.087
61. C 0.005
62. N -0.067
63. C 0.062
64. C 0.024
65. C -0.171
66. C 0.091
67. C 0.027
68. C -0.187
69. C 0.044
70. C 0.081
71. N -0.077
72. C 0.019
73. C 0.056
74. C 0.049
75. H 0.104
76. H 0.098
77. H 0.119
78. H 0.096
79. H 0.082
80. H 0.139
81. H 0.150
82. H 0.135
83. H 0.159
84. H 0.160
85. H 0.151
86. H 0.119
87. H 0.117
88. H 0.132
89. C 0.023
90. N -0.077
91. C 0.055
92. C 0.053
93. C -0.107
94. C 0.027
95. C 0.031
96. C -0.082
97. C 0.094
98. C 0.035
99. N -0.078